{
  "formula": "C7H20BClFK2N4O10SV2",
  "method": "ωB97M-V/def2-TZVPD",
  "orbital_gap_ev": 1.7010,
  "homo_ev": -9.994,
  "e_lumo_ev": -8.29,
  "total_charge": 1,
  "symbols": ["N", "B", "O", "N", "C", "C", "C", "N", "C", "N", "H", "H", "H", "H", "H", "H", "H", "H", "H", "H", "H", "H", "F", "O", "S", "O", "O", "O", "C", "C", "C", "O", "H", "H", "H", "H", "H", "H", "H", "H", "O", "V", "O", "K", "Cl", "K", "O", "V", "O"],
  "xyz": [[0.86, 2.48, 1.45], [0.45, 1.25, 0.72], [1.47, 0.37, 0.15], [-1.03, 0.93, 0.65], [-1.34, -0.40, 1.21], [-1.32, -0.25, 2.81], [-2.23, 0.87, 3.38], [-2.58, 1.95, 2.43], [-1.84, 1.96, 1.21], [-1.98, 3.05, 0.48], [0.54, 2.43, 2.43], [1.89, 2.41, 1.53], [1.94, 0.00, 0.94], [-2.31, -0.83, 0.89], [-0.53, -1.19, 0.89], [-0.26, -0.10, 3.27], [-1.70, -1.27, 3.24], [-3.21, 0.37, 3.70], [-1.74, 1.28, 4.33], [-2.31, 2.83, 2.89], [-2.85, 3.58, 0.53], [-1.25, 3.41, -0.14], [2.86, 2.06, 0.26], [2.02, 1.22, 4.08], [1.42, 2.09, 5.11], [1.22, 1.29, 6.34], [0.10, 2.56, 4.61], [2.31, 3.22, 5.38], [1.28, -3.33, -2.38], [0.44, -2.22, -3.00], [1.20, -1.51, -4.10], [0.07, -1.28, -1.99], [2.18, -2.92, -1.93], [0.73, -3.83, -1.58], [1.55, -4.07, -3.14], [-0.49, -2.64, -3.40], [2.11, -1.04, -3.70], [0.60, -0.71, -4.53], [1.49, -2.21, -4.88], [0.88, -0.89, -1.62], [-0.27, -3.28, -9.07], [0.86, -3.67, -7.81], [1.99, -4.08, -6.57], [-2.44, 0.74, 6.12], [3.70, -4.19, -2.99], [0.93, -1.34, 2.76], [-1.12, 0.89, -5.07], [-1.80, 1.63, -3.66], [-2.47, 2.37, -2.24]]
}

***

{
  "formula": "C7H20BiClSiSn",
  "method": "ωB97M-V/def2-TZVPD",
  "orbital_gap_ev": [3.4927, 3.8391],
  "homo_ev": [1.918, 1.586],
  "e_lumo_ev": [5.41, 5.43],
  "total_charge": -2,
  "symbols": ["Bi", "Cl", "C", "H", "H", "H", "Sn", "C", "C", "C", "H", "H", "H", "H", "H", "H", "H", "H", "C", "Si", "C", "C", "H", "H", "H", "H", "H", "H", "H", "H", "H"],
  "xyz": [[-0.76, 0.41, 0.70], [0.71, -0.77, -1.13], [0.56, 2.20, 1.03], [0.35, 2.68, 2.00], [0.33, 2.83, 0.16], [1.62, 1.94, 1.01], [-1.61, 0.78, -2.41], [-0.16, 1.30, -3.92], [-2.18, -1.27, -2.92], [-3.29, 1.96, -2.88], [-2.73, -1.72, -2.08], [-2.84, -1.21, -3.81], [-1.29, -1.86, -3.16], [0.50, 2.08, -3.56], [0.42, 0.41, -4.18], [-0.72, 1.64, -4.80], [-3.14, 2.92, -3.42], [-4.29, 1.51, -2.95], [0.82, -0.34, 4.21], [0.97, -0.87, 2.41], [2.71, -0.53, 1.81], [0.64, -2.71, 2.27], [1.09, 0.72, 4.34], [1.49, -0.94, 4.84], [-0.21, -0.48, 4.58], [3.41, -1.11, 2.42], [2.85, -0.83, 0.77], [2.98, 0.53, 1.91], [1.35, -3.26, 2.91], [-0.38, -2.96, 2.60], [0.79, -3.06, 1.24]]
}

***

{
  "formula": "C7H20BrO2PSSi2",
  "method": "ωB97M-V/def2-TZVPD",
  "orbital_gap_ev": 8.6100,
  "homo_ev": -8.448,
  "e_lumo_ev": 0.16,
  "symbols": ["C", "C", "O", "C", "C", "Si", "O", "Si", "C", "Br", "C", "C", "P", "S", "H", "H", "H", "H", "H", "H", "H", "H", "H", "H", "H", "H", "H", "H", "H", "H", "H", "H", "H", "H"],
  "xyz": [[5.43, -0.86, 0.20], [3.99, -0.69, -0.58], [3.73, 0.79, -0.66], [2.26, 0.88, -0.53], [1.71, 2.46, -0.51], [-0.14, 2.30, 0.15], [-0.68, 0.70, -0.38], [-2.40, 0.68, -0.72], [-3.06, -1.02, 0.01], [-1.43, -2.25, 0.05], [-4.15, -1.77, -0.96], [-4.72, -3.08, -0.10], [0.05, 2.16, 2.37], [1.51, 3.31, 3.07], [5.41, -1.72, 1.01], [6.23, -1.07, -0.63], [5.67, 0.18, 0.72], [3.96, -1.20, -1.65], [3.19, -1.26, 0.06], [1.72, 0.39, -1.47], [1.86, 0.41, 0.49], [1.77, 2.95, -1.57], [2.34, 3.10, 0.27], [-1.00, 3.40, -0.29], [-2.57, 0.53, -2.19], [-3.13, 1.84, -0.20], [-3.50, -0.86, 1.10], [-5.07, -1.11, -1.28], [-3.61, -2.22, -1.90], [-5.81, -2.83, 0.31], [-4.06, -3.30, 0.86], [-4.75, -4.07, -0.73], [0.49, 0.78, 2.62], [-1.21, 2.43, 3.05]]
}

***

{
  "formula": "C7H20N3O3Si",
  "method": "ωB97M-V/def2-TZVPD",
  "orbital_gap_ev": 8.9628,
  "homo_ev": -11.395,
  "e_lumo_ev": -2.43,
  "total_charge": 1,
  "symbols": ["C", "C", "C", "C", "C", "C", "C", "N", "N", "N", "O", "O", "O", "Si", "H", "H", "H", "H", "H", "H", "H", "H", "H", "H", "H", "H", "H", "H", "H", "H", "H", "H", "H", "H"],
  "xyz": [[-2.15, -1.29, -0.01], [-2.43, 2.99, -0.18], [1.96, -2.51, -1.26], [1.14, 0.10, 2.70], [3.59, 0.71, -0.88], [-0.94, 2.74, -0.17], [-0.69, 0.52, -0.53], [-2.98, -1.89, 0.86], [-1.74, -1.95, -1.07], [-1.72, -0.11, 0.25], [1.00, -1.48, -0.97], [0.81, -0.53, 1.50], [2.31, 0.83, -0.15], [1.13, -0.15, -0.08], [-2.59, 4.12, -0.30], [-3.09, 2.64, 0.57], [-2.75, 2.75, -1.20], [2.02, -2.71, -2.27], [1.82, -3.28, -0.58], [2.87, -2.18, -0.91], [0.60, 0.95, 2.92], [2.15, 0.34, 2.60], [1.03, -0.55, 3.57], [3.93, 1.79, -0.76], [3.57, 0.50, -1.93], [4.26, 0.09, -0.41], [-0.48, 3.30, -0.87], [-0.32, 2.61, 0.65], [-0.93, 0.42, -1.57], [-3.43, -2.82, 0.72], [-3.35, -1.41, 1.71], [-2.06, -2.87, -1.41], [-1.11, -1.55, -1.75], [-1.43, -0.14, 1.21]]
}

***

{
  "formula": "C7H20N3OP",
  "method": "ωB97M-V/def2-TZVPD",
  "smiles": "CC[P@](=O)(N(C)C)N(C)CNC",
  "orbital_gap_ev": 9.3429,
  "homo_ev": -8.519,
  "e_lumo_ev": 0.82,
  "symbols": ["C", "C", "P", "O", "N", "C", "C", "N", "C", "C", "N", "C", "H", "H", "H", "H", "H", "H", "H", "H", "H", "H", "H", "H", "H", "H", "H", "H", "H", "H", "H", "H"],
  "xyz": [[-0.47, -2.13, 2.51], [-0.74, -0.83, 1.82], [-0.14, -0.75, 0.13], [-0.94, -1.68, -0.66], [1.48, -1.09, -0.13], [2.54, -0.48, 0.64], [1.93, -2.22, -0.95], [-0.05, 0.87, -0.42], [0.55, 0.93, -1.78], [-0.81, 2.10, 0.18], [-2.27, 2.28, -0.17], [-2.53, 2.46, -1.56], [0.31, -2.18, 3.21], [-1.38, -2.37, 3.01], [-0.29, -2.93, 1.71], [-0.53, 0.06, 2.46], [-1.78, -0.84, 1.64], [3.49, -0.85, 0.28], [2.64, 0.68, 0.62], [2.33, -0.78, 1.68], [2.66, -2.99, -0.63], [1.11, -2.70, -1.38], [2.54, -1.69, -1.66], [0.15, 1.88, -2.16], [1.64, 1.01, -1.54], [0.27, 0.16, -2.44], [-0.17, 2.94, -0.04], [-0.79, 2.01, 1.28], [-2.77, 1.39, 0.13], [-2.28, 1.58, -2.26], [-3.63, 2.62, -1.82], [-2.05, 3.52, -1.70]]
}

***

{
  "formula": "C7H20N3PS",
  "method": "ωB97M-V/def2-TZVPD",
  "smiles": "CCC/C=N/C.CNP(S)NC",
  "orbital_gap_ev": 8.9710,
  "homo_ev": -7.964,
  "e_lumo_ev": 1.01,
  "symbols": ["C", "C", "C", "C", "N", "C", "H", "H", "H", "H", "H", "H", "H", "H", "H", "H", "H", "C", "N", "P", "S", "N", "C", "H", "H", "H", "H", "H", "H", "H", "H", "H"],
  "xyz": [[1.32, -0.44, 3.44], [0.09, -0.43, 2.54], [-0.02, -1.71, 1.73], [-1.24, -1.72, 0.88], [-1.21, -2.05, -0.34], [-2.43, -2.04, -1.10], [1.41, 0.49, 3.99], [1.27, -1.26, 4.15], [2.22, -0.57, 2.84], [-0.81, -0.30, 3.16], [0.14, 0.42, 1.86], [0.86, -1.85, 1.10], [-0.09, -2.57, 2.41], [-2.18, -1.42, 1.38], [-3.30, -1.73, -0.52], [-2.30, -1.37, -1.95], [-2.59, -3.05, -1.49], [-1.78, 1.68, -1.78], [-0.35, 1.67, -1.97], [0.69, 0.64, -1.14], [0.99, -1.09, -2.38], [2.12, 1.40, -1.71], [2.57, 2.60, -1.04], [-2.15, 2.71, -1.75], [-2.32, 1.14, -2.57], [-2.00, 1.20, -0.83], [-0.03, 2.01, -2.87], [0.20, -1.83, -1.58], [2.87, 0.72, -1.82], [3.19, 2.40, -0.16], [3.16, 3.20, -1.75], [1.70, 3.18, -0.73]]
}